{
  "formula": "C15H28N2O4S",
  "method": "ωB97M-V/def2-TZVPD",
  "energy_ev": -38015.5179,
  "e_homo_ev": -9.01,
  "smiles": "CCCCS(=O)(=O)N1CCC[C@H](C(=O)NC[C@@H]2CCCO2)C1",
  "lumo_ha": 0.017,
  "relative_energy_kj_mol": 0.0,
  "homo_lumo_gap_ev": 9.455,
  "elements": ["H", "C", "H", "H", "H", "C", "H", "H", "C", "H", "O", "N", "H", "C", "H", "H", "H", "C", "C", "O", "C", "C", "H", "C", "C", "H", "H", "C", "H", "H", "H", "C", "H", "H", "H", "H", "S", "H", "C", "C", "O", "H", "H", "C", "H", "H", "H", "N", "O", "H"],
  "coordinates": [[3.254073, -0.434661, 1.462984], [1.574354, -1.415788, -0.603119], [2.742526, 2.504584, 3.730337], [-2.446677, 2.502935, 0.238638], [1.246030, -2.957843, -2.060666], [1.711401, 0.840227, -1.482015], [-3.040469, -2.414242, -1.318956], [-0.055125, 0.562589, -2.664420], [-0.632894, -2.040237, -1.820607], [1.992511, -0.450058, 3.623522], [-3.082352, 0.577846, 0.234124], [1.260536, -0.020571, -0.417511], [0.749414, -1.384988, -3.943864], [-2.319824, 1.604450, -0.366379], [-4.063941, 0.189433, -2.779124], [1.491885, 2.494159, 5.870564], [2.804473, 0.773452, -1.601361], [-2.689911, -1.698784, -0.570606], [2.655919, 0.382651, 3.381116], [0.713294, 1.914642, 1.036024], [-2.869898, 1.733444, -1.786703], [2.076909, 1.670084, 3.963340], [2.371076, -1.191212, -3.260410], [2.784660, 0.455910, 1.872634], [1.018985, 0.414402, -2.775968], [-4.514694, -0.586200, -0.603780], [3.303709, 1.350390, 1.540617], [-3.448287, -0.370588, -0.755829], [-1.253569, 1.342036, -0.374858], [2.663649, -1.554954, -0.707723], [1.115588, 1.868217, 3.488393], [0.896872, -1.936776, -1.869535], [3.635320, 0.181696, 3.824953], [-2.354249, -0.207518, -2.621265], [2.847945, 1.368965, 5.961463], [-3.780687, 2.333417, -1.777124], [1.118908, 0.544656, 1.129680], [-0.767841, -1.099377, 0.015486], [1.895872, 1.567148, 5.472626], [1.304178, -1.058440, -3.063405], [0.263384, -0.393734, 1.798455], [-2.155992, 2.186711, -2.470952], [-2.897478, -2.075718, 0.433930], [-3.195631, 0.278992, -2.130000], [1.443012, 1.858949, -1.200919], [1.208905, 0.760880, 5.717269], [1.237506, -1.954091, 0.284104], [-1.259453, -1.572935, -0.729022], [-1.223177, -2.556547, -2.753805], [1.370148, 1.034546, -3.601702]],
  "forces_ev_per_a": [[0.065, -0.092, -0.120], [0.008, -0.619, 0.052], [-0.040, 0.057, -0.096], [0.079, -0.012, -0.036], [-0.068, 0.096, 0.068], [-0.070, 0.610, -0.325], [-0.007, 0.038, 0.163], [-0.109, 0.098, -0.007], [0.489, -0.064, 0.117], [0.110, -0.059, 0.094], [0.017, -0.169, 0.185], [-0.058, 0.290, 0.856], [0.091, -0.043, 0.012], [0.177, 0.328, -0.218], [0.014, -0.050, -0.045], [-0.040, 0.056, 0.121], [-0.039, 0.021, 0.002], [-0.468, 0.255, 0.011], [-0.112, 0.240, 0.146], [0.200, 0.196, -0.022], [-0.033, -0.064, 0.264], [0.047, -0.241, 0.260], [0.038, -0.032, -0.018], [-0.827, -0.108, -0.165], [0.298, -0.119, 0.111], [0.127, -0.001, -0.053], [0.083, 0.069, -0.123], [-0.127, -0.590, -0.230], [-0.134, 0.056, -0.049], [-0.096, -0.014, 0.032], [0.021, 0.144, 0.060], [0.055, 0.033, -0.114], [-0.016, -0.044, -0.071], [0.000, -0.020, -0.065], [0.073, -0.025, 0.107], [0.024, 0.061, -0.012], [0.559, 0.018, -0.595], [0.071, -0.096, -0.107], [0.018, 0.100, -0.253], [-0.219, 0.012, -0.035], [0.050, -0.286, 0.229], [0.020, 0.057, -0.061], [-0.023, -0.040, -0.074], [0.012, 0.046, 0.159], [0.112, 0.005, -0.175], [-0.076, -0.091, 0.088], [0.082, -0.136, -0.112], [-0.266, 0.177, 0.354], [-0.075, -0.088, -0.315], [-0.040, 0.039, 0.004]],
  "mulliken_charge": [0.441, -1.606, 0.270, 0.388, 0.454, -1.014, 0.458, -0.210, 0.059, 0.301, -0.515, 0.045, 0.508, 0.510, 0.443, 0.388, 0.394, -1.281, -0.845, -0.692, -0.770, -0.040, 0.429, -0.652, -0.024, 0.420, 0.357, 0.070, -0.524, 0.536, 0.253, 0.668, 0.461, 0.041, 0.343, 0.290, 1.335, 0.179, -1.414, -1.348, -0.818, 0.382, 0.466, -0.456, 0.526, 0.342, 0.588, 0.113, -0.685, 0.435]
}



{
  "formula": "C15H28N3O2S",
  "method": "ωB97M-V/def2-TZVPD",
  "energy_ev": -35405.2532,
  "e_homo_ev": -11.86,
  "charge": 1,
  "lumo_ha": -0.127,
  "relative_energy_kj_mol": 28.4,
  "homo_lumo_gap_ev": 8.409,
  "elements": ["H", "H", "C", "H", "C", "C", "H", "S", "H", "H", "C", "H", "C", "C", "C", "H", "C", "N", "O", "H", "C", "H", "H", "C", "H", "H", "H", "H", "C", "H", "H", "C", "H", "H", "H", "C", "H", "N", "C", "H", "H", "H", "N", "O", "H", "H", "H", "H", "C"],
  "coordinates": [[-4.239363, -2.362424, 1.798067], [2.193515, 1.530033, -0.081948], [-2.589160, 0.839849, -3.211698], [-3.652081, -0.408738, -0.610409], [-2.870701, -1.026036, -0.165525], [3.209619, 1.376080, 0.290330], [-1.694089, 2.410953, -2.089816], [3.002199, 3.020526, 4.011597], [-1.584383, -1.198709, -1.896549], [3.906610, 1.881388, -0.384885], [0.845691, -1.450233, -0.511660], [-4.172302, -3.957366, -1.517487], [-4.541097, -2.632263, 0.785797], [1.255070, -1.083409, -1.924716], [-1.322863, 0.761246, -1.043844], [1.134302, 3.263510, 0.759894], [-3.355740, -2.487265, -0.169559], [-1.844648, 1.413012, -2.088516], [1.705748, -1.778363, 0.293176], [-1.925730, 0.237133, -3.834917], [3.374581, 1.896067, 1.700466], [1.120498, -0.016159, -2.081849], [-3.008407, 1.640197, -3.824823], [5.596733, 0.732062, 2.022480], [5.219319, 1.932340, 4.451857], [-4.884434, -3.667386, 0.791923], [1.006593, 4.259655, 2.213556], [6.394884, 0.687064, 2.769696], [2.458626, 2.680895, 2.375905], [-3.410056, 0.216694, -2.853359], [-5.361399, -1.986867, 0.470010], [-3.811033, -2.929119, -1.562633], [-2.978864, -2.893552, -2.263845], [5.235255, -0.284233, 1.833737], [0.654361, -1.648417, -2.634443], [-1.537903, -0.763330, -0.899535], [0.318613, 2.619294, 2.194475], [-0.437839, -1.396825, -0.154150], [1.155486, 3.237178, 1.852526], [-0.624919, -1.676615, 0.795231], [-2.753347, -0.696865, 0.868698], [-4.617441, -2.286544, -1.917285], [4.490761, 1.581604, 2.489262], [-0.681725, 1.385994, -0.201615], [3.407255, 0.300039, 0.258634], [2.303812, -1.341608, -2.064040], [-2.553275, -3.141906, 0.171204], [6.012273, 1.130431, 1.091804], [4.450993, 2.080987, 3.698778]],
  "forces_ev_per_a": [[-0.166, 0.019, 0.092], [0.134, 0.030, 0.281], [0.186, -0.117, 0.236], [-0.041, 0.119, -0.014], [0.268, -0.330, -0.083], [0.441, -0.019, 0.367], [0.057, -0.110, 0.133], [1.524, -1.399, -1.428], [-0.018, -0.083, -0.112], [-0.034, -0.054, 0.018], [1.523, 0.191, -0.152], [-0.023, 0.050, -0.127], [0.454, -0.028, 0.070], [-0.339, -0.235, 0.218], [0.655, 0.132, 0.919], [0.051, -0.133, 0.247], [-0.467, 0.268, -0.257], [-0.707, -0.055, -0.903], [0.156, -0.134, 0.277], [-0.116, -0.011, -0.085], [-1.135, 0.469, 0.151], [-0.105, 0.127, -0.166], [0.116, -0.088, 0.192], [0.273, -0.318, -0.311], [-0.122, -0.026, -0.294], [-0.091, 0.067, 0.047], [0.016, -0.167, -0.012], [-0.342, 0.157, -0.064], [0.726, -0.276, -0.211], [0.007, 0.028, -0.095], [-0.074, -0.001, 0.056], [0.476, -0.044, 0.306], [-0.054, -0.035, -0.238], [-0.063, 0.250, 0.076], [-0.056, 0.129, -0.234], [0.194, -0.108, 0.144], [0.097, 0.100, -0.143], [-1.763, 0.402, -0.468], [0.195, -0.055, 0.264], [0.049, 0.141, 0.116], [0.035, 0.166, 0.050], [-0.043, 0.002, -0.072], [-0.350, 0.089, -0.088], [0.094, -0.279, 0.085], [-0.091, 0.077, -0.017], [-0.134, 0.018, 0.110], [0.128, -0.045, 0.003], [-0.184, 0.033, 0.208], [-1.339, 1.088, 0.908]],
  "mulliken_charge": [0.400, -0.043, -0.765, 0.435, -1.297, -1.098, 0.304, -0.088, 0.498, 0.405, 0.565, 0.437, -1.568, -1.098, -0.081, 0.312, 0.743, -0.095, -0.709, 0.257, -0.101, 0.224, 0.339, -0.885, 0.369, 0.423, 0.444, 0.333, 1.073, 0.213, 0.340, -1.408, 0.314, 0.340, 0.384, 0.023, 0.320, 0.089, -1.261, 0.314, 0.436, 0.297, 0.078, -0.649, 0.368, 0.356, 0.280, 0.329, 0.103]
}



{
  "formula": "C15H28N5O3",
  "method": "ωB97M-V/def2-TZVPD",
  "energy_ev": -29593.6265,
  "e_homo_ev": -10.82,
  "charge": 1,
  "lumo_ha": -0.196,
  "relative_energy_kj_mol": 9.4,
  "homo_lumo_gap_ev": 5.484,
  "elements": ["C", "H", "C", "C", "H", "O", "O", "H", "N", "C", "H", "N", "H", "H", "H", "H", "C", "H", "H", "H", "H", "C", "H", "H", "H", "H", "C", "H", "N", "C", "C", "O", "H", "H", "H", "H", "C", "C", "H", "H", "C", "H", "H", "H", "N", "C", "H", "C", "C", "H", "N"],
  "coordinates": [[3.248732, -6.837613, -2.162378], [-4.633799, 0.638663, -0.767045], [3.519847, -0.013074, -2.577364], [2.129137, -4.231556, -3.020661], [3.531630, -1.699492, -0.199163], [2.752561, 1.152514, 0.760721], [-2.107136, -0.774073, 1.369706], [0.016577, -1.872029, 2.184387], [3.625789, -5.552751, -1.599621], [-4.234321, 1.647285, -0.840434], [2.666679, -0.316788, -3.187061], [-1.475199, 1.112063, 2.385550], [0.865044, -0.320881, 2.134775], [5.028148, -0.729876, -0.183277], [4.132403, -7.319942, -2.581836], [-4.302359, 2.486704, 1.597794], [-4.488946, 3.515374, 1.333124], [-2.339450, 1.475619, 2.025060], [4.077715, -0.913546, 1.296481], [2.523179, -4.626035, -3.957707], [4.162351, 0.634223, -3.177353], [-4.261579, 4.517150, 2.279566], [-3.154350, 1.748161, -0.921796], [-5.361169, 6.929894, 0.235600], [0.276344, 1.486794, 3.494681], [1.867256, -3.187784, -3.166387], [-5.092656, 2.687973, -0.793779], [-0.343730, 2.857363, 2.561570], [3.043973, 0.723328, -1.419906], [4.016601, -0.811115, 0.216143], [3.224899, 0.426145, -0.108417], [3.593326, -3.329409, -1.353031], [1.229917, -4.780103, -2.738800], [4.316515, -5.538570, -0.865380], [2.510486, 1.563861, -1.572545], [2.501956, -6.726312, -2.940546], [-0.623730, 1.993619, 3.167245], [-4.580180, 5.783542, 1.856921], [4.075589, -0.896700, -2.282160], [2.848542, -7.473328, -1.371604], [3.167741, -4.324161, -1.930241], [-1.174880, 2.346076, 4.042651], [-4.469939, 6.654088, 2.486623], [0.023758, -0.844338, 3.621854], [-5.254111, 4.995699, -0.347572], [-5.081848, 5.931970, 0.553687], [-3.869944, 4.304830, 3.262062], [-0.008990, -0.843731, 2.531519], [-1.272177, -0.190995, 2.046477], [-5.914754, 2.754571, -1.498046], [-4.931451, 3.786691, 0.119916]],
  "forces_ev_per_a": [[0.308, 0.055, 0.329], [-0.003, -0.076, -1.730], [-0.162, 0.378, -0.011], [0.008, 0.076, 0.014], [0.277, 0.251, 0.041], [-0.189, -0.037, 0.011], [-0.033, 0.108, -0.037], [-0.113, 0.014, -0.040], [-0.162, 0.089, -0.148], [0.018, 0.236, 0.393], [0.098, -0.128, -0.069], [0.265, 0.016, 0.190], [0.027, 0.043, 0.121], [-0.022, -0.134, -0.078], [-0.099, -0.091, -0.096], [-0.243, -0.152, -0.355], [0.640, -0.165, 1.266], [0.000, 0.002, -0.025], [-0.014, 0.123, 0.004], [-0.099, -0.085, -0.002], [0.052, -0.123, -0.070], [-0.271, 0.578, -0.775], [0.084, 0.073, 1.518], [0.011, -0.088, -0.186], [0.007, -0.031, -0.062], [0.058, 0.017, 0.066], [-0.009, -0.654, -0.078], [0.204, -0.009, 0.088], [0.049, -0.150, 0.100], [-0.189, -0.006, 0.165], [0.046, 0.070, 0.154], [-0.096, -0.240, -0.271], [0.013, -0.071, -0.108], [0.011, -0.034, -0.002], [0.027, 0.018, -0.026], [0.001, 0.054, 0.007], [-0.466, 0.163, -0.209], [0.096, -0.464, 0.133], [-0.076, -0.023, 0.058], [-0.078, -0.089, -0.115], [0.104, 0.052, 0.115], [0.164, -0.009, 0.102], [-0.018, 0.024, 0.000], [0.105, 0.066, -0.007], [0.230, -0.135, 1.297], [-0.366, 1.311, -0.347], [-0.026, -0.163, 0.000], [0.096, -0.052, -0.061], [-0.143, -0.191, -0.175], [-0.848, -0.141, 1.014], [0.727, -0.279, -2.105]],
  "mulliken_charge": [-0.863, 0.319, -0.709, -1.212, 0.234, -0.697, -0.654, 0.290, -0.184, -0.825, 0.246, -0.016, 0.249, 0.391, 0.290, 0.700, 0.106, 0.109, 0.281, 0.377, 0.287, -0.655, 0.354, 0.406, 0.370, 0.197, -0.050, 0.288, -0.143, -1.020, 0.730, -0.635, 0.365, 0.239, 0.231, 0.333, -0.904, -0.183, 0.246, 0.288, 0.725, 0.283, 0.391, 0.386, -0.850, -0.252, 0.440, -1.256, 0.880, 0.401, 0.674]
}



{
  "formula": "C15H28NO2Tm",
  "method": "ωB97M-V/def2-TZVPD",
  "energy_ev": -51110.2306,
  "e_homo_ev": [-14.10, -14.10],
  "charge": 2,
  "s2": 2.00,
  "lumo_ha": [-0.243, -0.241],
  "spin_multiplicity": 3,
  "homo_lumo_gap_ev": [7.483, 7.544],
  "elements": ["H", "H", "C", "H", "H", "H", "H", "H", "C", "C", "H", "C", "C", "O", "H", "H", "H", "H", "N", "C", "C", "C", "C", "H", "H", "H", "H", "H", "H", "C", "C", "H", "H", "H", "H", "O", "C", "H", "H", "Tm", "H", "H", "C", "C", "H", "C", "H"],
  "coordinates": [[-0.785813, -2.132189, -2.417207], [0.502835, 2.368409, -2.611122], [-2.090713, 2.287103, -1.427389], [0.129069, 1.875252, 3.700548], [1.425521, 3.487673, -1.590733], [2.574590, 1.077021, 1.960580], [2.283388, -2.740831, 2.408181], [4.184381, -2.294424, 0.209205], [-1.095048, 1.903474, -0.397677], [-2.764630, 1.364693, 1.515492], [-2.555035, 3.262394, -1.200014], [-1.407439, 1.485353, 0.933851], [2.058832, -1.905943, 0.230512], [1.803494, -1.408779, -0.924450], [2.979600, 1.499175, 0.280395], [-2.417653, -0.641627, -0.238190], [-3.601669, -0.909573, -2.894404], [-1.151342, -0.392809, -2.375884], [3.272143, -2.783645, 2.077994], [2.328755, 1.754207, 1.129913], [-2.793823, -1.631021, -3.091999], [-1.959274, -1.559637, -0.680758], [-0.043477, 0.977388, 3.086335], [3.767445, -1.960495, 2.460445], [-3.176760, 2.346542, 1.802843], [-3.471308, 0.916962, 0.805166], [-1.053068, -1.975496, 0.166989], [-2.751346, 0.740507, 2.417879], [2.005577, 1.830073, -1.836534], [-0.175187, 1.313772, 1.647437], [0.892318, 1.657206, 0.761646], [-0.950508, 0.490632, 3.456266], [-2.507031, -1.517985, -4.144722], [3.765742, -3.603080, 2.444340], [-3.199476, -2.640693, -2.945366], [1.254555, -1.678337, 1.218121], [1.103688, 2.441210, -1.700566], [2.592709, 2.777092, 1.454597], [0.798060, 0.294422, 3.256348], [-0.140893, -0.450279, -0.176021], [3.138521, -3.748728, 0.183904], [-2.908205, 1.553363, -1.496750], [-1.573391, -1.404826, -2.155304], [3.254249, -2.734683, 0.575664], [-1.628559, 2.370483, -2.420700], [0.332563, 1.989525, -0.514239], [-2.682662, -2.375067, -0.570483]],
  "forces_ev_per_a": [[-0.258, 0.150, 0.019], [0.174, 0.081, 0.040], [-0.509, 0.137, -0.611], [-0.064, -0.259, -0.204], [-0.087, -0.280, -0.059], [-0.032, 0.199, -0.126], [0.510, 0.003, -0.105], [-0.152, -0.126, -0.045], [0.677, -0.404, 0.563], [-0.664, -0.081, 0.302], [0.193, -0.356, -0.052], [1.006, -0.062, -0.178], [-1.932, 1.757, -0.782], [0.925, -1.281, 1.711], [-0.088, 0.149, 0.219], [0.157, -0.426, -0.022], [0.316, -0.196, 0.034], [-0.218, -0.211, 0.039], [0.574, 0.039, 0.342], [0.648, -0.062, 0.072], [-0.113, 0.216, 0.291], [-1.227, -3.045, 2.092], [0.110, -0.189, 0.524], [-0.351, -0.292, -0.122], [0.159, -0.317, -0.120], [-0.050, 0.147, 0.163], [-3.930, -1.324, -2.064], [-0.138, 0.165, -0.205], [-0.095, 0.205, -0.082], [-0.267, 0.435, -0.966], [-0.705, -0.013, -0.397], [0.183, 0.081, 0.082], [0.082, -0.039, 0.356], [-0.162, -0.043, -0.084], [0.186, 0.257, -0.038], [0.308, -0.258, -0.982], [0.312, 0.079, -0.376], [-0.099, -0.409, -0.135], [-0.119, 0.135, 0.086], [4.075, 4.934, 0.154], [0.074, 0.128, -0.001], [0.078, 0.250, -0.031], [0.727, -0.155, -0.658], [0.387, -0.133, 0.088], [-0.206, 0.012, 0.241], [-0.392, 0.022, 1.075], [-0.004, 0.379, -0.048]],
  "mulliken_charge": [0.471, 0.364, -1.324, 0.346, 0.367, 0.286, 0.339, 0.394, 1.075, -1.391, 0.345, 0.072, 1.100, -0.748, 0.339, -0.012, 0.345, 0.284, -0.249, -1.460, -1.404, -0.199, -1.637, 0.371, 0.337, 0.295, 0.093, 0.385, 0.377, 0.631, 0.697, 0.394, 0.399, 0.371, 0.415, -0.836, -1.722, 0.356, 0.265, 0.273, 0.356, 0.291, -0.271, -0.703, 0.318, 0.501, 0.704]
}